{"formula": "C52H82O26", "method": "wB97M-V/def2-TZVPD", "symbols": ["O", "C", "O", "C", "C", "C", "H", "H", "H", "H", "H", "H", "H", "H", "O", "C", "O", "C", "C", "C", "H", "H", "H", "H", "H", "H", "H", "H", "O", "C", "O", "C", "C", "C", "H", "H", "H", "H", "H", "H", "O", "C", "O", "C", "C", "C", "H", "H", "H", "H", "H", "H", "O", "C", "O", "C", "C", "C", "H", "H", "H", "H", "H", "H", "O", "C", "O", "C", "C", "C", "H", "H", "H", "H", "H", "H", "O", "C", "O", "C", "C", "C", "H", "H", "H", "H", "H", "H", "O", "C", "O", "C", "C", "C", "H", "H", "H", "H", "H", "H", "O", "C", "O", "C", "C", "C", "H", "H", "H", "H", "H", "H", "O", "C", "O", "C", "C", "C", "H", "H", "H", "H", "H", "H", "O", "C", "O", "C", "C", "C", "H", "H", "H", "H", "H", "H", "O", "C", "O", "C", "C", "C", "H", "H", "H", "H", "H", "H", "O", "C", "O", "C", "C", "C", "H", "H", "H", "H", "H", "H"], "coordinates": [[1.8881, 1.2282, -5.2789], [0.7612, 1.6916, -5.3891], [0.1530, 2.6565, -4.7582], [0.8584, 3.4294, -3.7860], [1.5576, 4.6364, -4.4134], [-0.2339, 0.8995, -6.2638], [1.5775, 2.7815, -3.2848], [0.1610, 3.7222, -3.0012], [0.8724, 5.3893, -4.8029], [2.3457, 4.3457, -5.1080], [2.0726, 5.1916, -3.6294], [-1.2080, 0.8614, -5.7761], [0.1511, -0.0928, -6.4989], [-0.3525, 1.5691, -7.1157], [2.4374, -3.4898, -3.0397], [2.2627, -2.6102, -3.8804], [1.1072, -2.4515, -4.6202], [-0.1021, -3.0995, -4.2171], [-1.2610, -2.2604, -4.8035], [3.4535, -1.7826, -4.3252], [-0.1052, -3.0911, -3.1272], [-0.1068, -4.0774, -4.6987], [-1.6867, -1.6738, -3.9894], [-2.0932, -2.8808, -5.1361], [-1.0516, -1.4983, -5.5542], [4.1629, -1.5504, -3.5310], [3.0211, -0.8368, -4.6517], [3.9861, -2.2698, -5.1420], [4.9999, 0.6885, 0.7652], [4.5228, 1.8042, 0.4861], [3.3155, 1.9720, -0.0191], [2.9545, 3.3228, -0.3370], [4.0480, 4.0912, 0.3729], [5.2378, 3.1335, 0.4876], [2.0424, 3.6513, 0.1614], [2.9250, 3.5361, -1.4055], [3.6995, 4.3815, 1.3640], [4.4669, 4.8951, -0.2324], [5.8703, 3.1079, 1.3749], [5.8020, 3.2160, -0.4413], [4.1215, -5.8853, 0.6922], [4.4802, -4.8234, 0.2392], [3.6145, -3.7826, 0.0651], [4.3839, -2.6719, -0.5005], [5.8005, -2.9306, -0.1204], [5.9203, -4.3749, -0.0814], [4.0137, -1.6876, -0.2137], [4.2927, -2.9337, -1.5547], [5.9800, -2.5467, 0.8838], [6.4855, -2.5101, -0.8566], [6.5413, -4.7604, 0.7272], [6.2960, -4.8000, -1.0122], [4.4136, 3.0445, 4.8152], [3.3905, 2.5677, 4.2952], [2.5903, 3.2196, 3.4578], [1.5584, 2.4165, 2.9460], [2.0463, 1.0204, 3.2638], [2.9049, 1.1623, 4.5476], [1.3624, 2.5171, 1.8785], [0.6263, 2.6038, 3.4791], [2.6494, 0.5966, 2.4609], [1.2112, 0.3415, 3.4365], [3.6976, 0.4148, 4.5754], [2.3246, 1.1235, 5.4695], [1.5289, 5.8285, 1.0011], [0.2911, 5.9431, 1.0601], [-0.3409, 6.6529, 0.1398], [-1.7071, 6.6664, 0.3294], [-2.0601, 5.6954, 1.5259], [-0.6549, 5.3377, 2.0529], [-2.2641, 6.2782, -0.5233], [-1.9811, 7.7000, 0.5408], [-2.5604, 4.7767, 1.2197], [-2.5702, 6.2422, 2.3189], [-0.5432, 4.2545, 2.1025], [-0.4703, 5.8407, 3.0020], [-3.1213, 1.2789, -3.7501], [-3.4657, 2.4041, -3.2291], [-4.3693, 3.2223, -3.8132], [-4.6624, 4.2744, -2.9119], [-3.5812, 4.3512, -1.8712], [-2.8705, 2.9857, -1.9448], [-5.6017, 4.1680, -2.3692], [-4.6621, 5.2307, -3.4349], [-4.0356, 4.5177, -0.8945], [-2.8731, 5.1266, -2.1634], [-2.8949, 2.3525, -1.0580], [-1.8263, 3.1519, -2.2098], [-1.8222, -0.9318, 3.6318], [-2.4800, -1.9444, 3.4337], [-2.3474, -2.7337, 2.3062], [-3.0351, -3.9825, 2.3551], [-4.0300, -3.7851, 3.5523], [-3.4891, -2.6062, 4.3436], [-2.3330, -4.7910, 2.5586], [-3.5579, -4.1927, 1.4221], [-4.2951, -4.6312, 4.1862], [-4.9826, -3.5187, 3.0944], [-2.9257, -3.0019, 5.1886], [-4.2521, -1.8608, 4.5680], [-0.7654, 1.8638, 0.5187], [-0.3912, 0.9011, -0.0858], [-0.0763, 1.0455, -1.3688], [0.5107, -0.1465, -1.8970], [0.9062, -0.9349, -0.6795], [-0.1163, -0.4973, 0.4264], [1.3754, 0.0268, -2.5376], [-0.1969, -0.6072, -2.5863], [1.8488, -0.6148, -0.2355], [0.9805, -1.9830, -0.9693], [0.3364, -0.5742, 1.4149], [-1.0384, -1.0745, 0.4940], [-6.9255, -2.3135, 0.2839], [-6.1170, -1.5411, -0.1395], [-5.8842, -1.3790, -1.4326], [-4.7917, -0.5032, -1.6965], [-3.9824, -0.6828, -0.4468], [-5.0641, -0.8179, 0.6491], [-5.2158, 0.4990, -1.7591], [-4.2355, -0.7742, -2.5939], [-3.2165, 0.0651, -0.2413], [-3.4562, -1.6365, -0.4055], [-5.4647, 0.1268, 1.0167], [-4.8145, -1.4089, 1.5304], [0.9961, -6.0996, 3.2477], [1.6168, -5.0396, 3.2234], [2.6901, -4.7630, 3.9627], [3.1697, -3.4553, 3.7421], [2.1303, -2.7202, 2.9219], [1.3052, -3.8580, 2.3145], [4.0771, -3.6672, 3.1767], [3.3384, -2.7844, 4.5845], [2.5512, -2.0534, 2.1693], [1.4454, -2.0948, 3.4946], [1.7453, -4.2438, 1.3949], [0.2544, -3.5683, 2.3200], [-3.1891, 5.2203, 4.8002], [-3.1143, 4.0678, 4.3751], [-2.1146, 3.2046, 4.7116], [-2.2214, 2.0511, 3.9256], [-3.3158, 2.2686, 2.8920], [-4.1782, 3.3712, 3.5078], [-2.4351, 1.1601, 4.5160], [-1.3382, 1.8721, 3.3124], [-3.9050, 1.3644, 2.7392], [-2.8443, 2.5655, 1.9552], [-4.9809, 2.9171, 4.0888], [-4.6856, 3.9780, 2.7579], [-1.3020, -3.7727, -1.1259], [-0.7388, -4.8374, -0.8385], [-1.0850, -5.6398, 0.2287], [-0.2780, -6.7989, 0.3116], [0.5176, -6.8454, -0.9894], [0.4857, -5.4339, -1.5468], [-0.9110, -7.6862, 0.3022], [0.4060, -6.8662, 1.1576], [-0.0626, -7.5456, -1.5904], [1.5222, -7.2441, -0.8484], [0.4992, -5.3349, -2.6323], [1.3717, -4.8845, -1.2286]], "forces_ev_per_a": [[-0.39, 1.85, 0.69], [0.02, -4.23, -0.93], [-0.30, 1.20, 0.55], [0.97, 0.38, 0.15], [0.11, 0.11, 0.79], [0.17, 1.52, 0.44], [0.16, -0.06, -0.16], [-0.29, 0.04, -0.34], [-0.12, -0.39, -0.47], [-0.35, -0.04, -0.27], [0.12, -0.14, 0.32], [0.03, -0.09, 0.07], [0.10, 0.43, -0.14], [-0.18, -0.49, -0.55], [-1.25, 1.23, -0.76], [0.59, -2.30, 0.08], [2.38, 0.98, 0.73], [-0.17, 0.75, -0.95], [-0.60, 0.13, 1.17], [-1.29, 1.08, -0.26], [-0.37, -0.59, -0.14], [0.03, -0.27, 0.55], [-0.11, 0.11, 0.15], [0.19, -0.14, -0.17], [0.54, -0.63, -0.15], [-0.28, -0.44, 0.19], [0.41, 0.17, -0.47], [-0.22, -0.02, -0.03], [-1.67, 2.44, -0.42], [2.45, -2.12, -0.32], [-2.08, -1.42, -0.50], [1.00, 0.88, 1.03], [1.71, 0.97, 0.29], [-0.93, -1.00, 0.23], [-0.34, -0.70, -0.44], [-0.03, -0.58, -0.05], [0.10, 0.43, -0.24], [-0.82, 0.64, 0.42], [0.04, 0.70, -0.17], [0.42, -0.33, 0.18], [0.09, 0.87, -0.58], [-0.12, -0.77, 0.61], [0.73, 0.07, 0.61], [-0.52, -0.96, -1.20], [0.83, 1.97, 0.53], [-0.59, -2.40, 0.41], [-0.26, -0.32, -0.03], [-0.21, 1.05, -0.34], [0.25, 0.44, -0.11], [0.00, 0.45, 0.32], [0.07, -0.03, -0.13], [-0.30, -0.23, -0.06], [-2.78, -0.59, -1.70], [3.56, 0.36, 2.60], [0.64, 1.70, -0.43], [-0.55, -1.51, 0.30], [-0.61, -1.56, 0.69], [-0.70, 0.14, -1.60], [0.39, 0.54, 0.09], [0.03, 0.34, 0.10], [0.11, 0.15, -0.09], [-0.12, -0.05, -0.17], [0.11, 0.39, 0.17], [-0.06, 0.06, -0.03], [-3.06, 0.13, 0.41], [4.01, -0.94, -0.25], [0.91, 0.01, -0.77], [-2.51, -0.57, 1.03], [1.32, 0.95, 0.09], [-0.63, 0.24, -0.14], [0.44, 0.47, -0.36], [-0.32, -0.09, -0.05], [-0.30, 0.35, -0.09], [-0.48, -0.34, -0.27], [0.44, 0.16, 0.25], [0.15, -0.44, 0.19], [-1.63, 4.93, 2.08], [1.61, -5.23, -1.88], [0.54, -0.80, 0.64], [-0.44, 1.53, 0.38], [0.84, -0.62, 0.55], [-0.21, 0.75, -1.20], [-0.38, -0.49, -0.67], [-0.41, -0.28, -0.40], [0.32, 0.34, 0.00], [-0.07, 0.08, 0.43], [-0.23, -0.08, -0.28], [0.12, -0.31, 0.29], [-1.15, -1.82, -0.79], [0.86, -0.07, -0.40], [0.82, 1.40, 0.06], [-0.72, -0.39, 1.81], [-0.89, 0.18, -0.99], [0.31, -0.19, -0.50], [0.22, 0.16, -0.17], [0.23, 0.31, -0.01], [0.61, -0.23, -0.22], [-0.14, 0.20, 0.03], [-0.21, 0.56, 0.42], [0.16, -0.18, 0.60], [-0.76, 0.75, 0.92], [0.50, -0.06, 0.65], [0.28, 0.19, -0.91], [0.36, -0.25, -0.40], [-0.58, -0.75, 0.88], [0.54, -0.72, -1.21], [0.12, 0.81, 0.16], [-0.38, -0.30, 0.43], [0.37, 0.09, -0.65], [-0.16, -0.18, 0.54], [-0.14, 0.57, -0.02], [-0.11, -0.06, -0.33], [-0.65, 0.09, 0.05], [0.53, -0.88, 0.82], [-0.92, -0.40, -1.77], [0.23, 0.05, 0.66], [0.80, 0.08, 1.81], [0.21, 0.48, -0.15], [0.25, 0.21, -0.31], [-0.49, -0.03, -0.04], [-0.19, 0.29, -0.10], [0.11, -0.15, -0.59], [0.02, 0.24, -0.14], [0.21, -0.01, -0.18], [1.53, 1.78, 0.32], [-2.23, -1.16, -0.32], [-0.45, -0.76, 1.48], [0.57, 1.03, -1.17], [-0.74, -0.18, -1.19], [0.57, -0.04, 0.76], [0.29, 0.78, 0.06], [0.39, -1.10, 0.75], [0.27, -0.13, -0.05], [0.21, -0.08, 0.48], [-0.52, 0.51, -0.56], [0.00, -0.64, -0.58], [0.65, -2.51, -0.91], [-1.41, 2.56, 1.41], [-0.55, 1.44, -0.26], [-0.10, -1.78, -1.23], [-0.80, -0.06, -0.05], [0.91, -0.55, -0.52], [0.24, 0.28, 0.30], [0.47, 0.01, 0.67], [0.24, -0.08, -0.21], [-0.22, 0.05, -0.11], [0.22, 0.20, 0.53], [0.39, 0.45, 0.27], [0.89, -2.57, 1.15], [-0.22, 1.57, -0.54], [-0.34, 1.67, -0.62], [0.98, -1.15, -0.60], [-0.10, -0.64, -0.46], [-0.24, -0.18, 0.66], [-0.29, 0.24, 0.48], [-0.53, 0.74, 0.37], [0.39, 0.12, -0.66], [-0.09, 0.06, -0.02], [-0.43, -0.05, 0.19], [-0.04, 0.22, 0.21]], "mulliken_charge": [-0.635, 0.935, -0.260, 0.617, -1.506, -1.158, -0.053, 0.102, 0.349, 0.376, 0.400, 0.218, 0.325, 0.393, -0.457, 0.797, -0.296, 0.872, -1.288, -0.856, -0.546, 0.597, 0.024, 0.446, 0.108, 0.187, 0.177, 0.387, -0.664, 0.230, 0.143, 0.744, -0.765, -0.742, -0.654, 0.244, 0.183, 0.548, 0.331, 0.365, -0.609, 0.275, -0.019, 0.554, -0.603, -0.768, -0.281, -0.007, 0.267, 0.450, 0.344, 0.287, -0.680, 0.364, -0.350, 1.080, 0.778, -0.431, -0.601, -0.240, -0.459, -0.159, 0.271, 0.371, -0.659, 0.382, -0.353, -0.203, 0.308, 0.869, -0.044, 0.266, -0.684, 0.487, -0.782, 0.449, -0.570, 0.212, -0.369, -0.829, -0.267, 2.639, 0.260, 0.380, 0.121, 0.265, -0.513, -1.447, -0.546, -0.272, 0.339, -0.308, -0.867, -0.446, 0.296, 0.317, 0.487, 0.240, 0.397, 0.303, -0.352, -0.809, 0.393, -0.085, 1.736, 2.573, 0.037, -0.771, -1.029, -0.102, -0.623, -0.918, -0.618, 0.266, -0.373, -0.127, 1.384, 0.043, 0.201, 0.191, -0.535, -0.445, 0.387, -0.440, -0.686, 0.312, -0.376, -0.646, 0.406, 2.377, 0.202, 0.380, -0.402, 0.265, -0.966, -0.813, -0.636, 0.358, -0.372, 0.368, 0.963, -0.606, 0.461, -0.441, -0.035, -0.715, 0.395, 0.283, -0.548, 0.322, -0.339, -0.177, -0.814, 0.797, 0.470, -0.021, 0.302, 0.323, 0.324, -0.612], "gap_ev": 9.99, "max_force_ev_per_a": 5.78, "relative_energy_kcal_mol": 4.50, "total_energy_ev": -108489.7899, "e_homo_ev": -10.0084}